This record from the Open Molecules 2025 dataset describes 10 unconnected molecules or ions with the total composition C40H60O30. The level of theory is wB97M-V/def2-TZVPD.

Output
- net charge = 0
- 2S+1 = 1
- SMILES = C[C@H]1COC(=O)O1.C[C@H]1COC(=O)O1.C[C@H]1COC(=O)O1.C[C@H]1COC(=O)O1.C[C@H]1COC(=O)O1.C[C@H]1COC(=O)O1.C[C@H]1COC(=O)O1.C[C@H]1COC(=O)O1.C[C@H]1COC(=O)O1.C[C@H]1COC(=O)O1
- ΔE to the lowest compared entry with this formula, charge and spin (kcal/mol) = 166.5
- gap between HOMO and LUMO (eV) = 10.58

Atoms and positions in Å:
C (1.142, 1.283, 4.557)
C (-0.111, 0.544, 4.346)
C (-0.843, -0.043, 5.553)
O (-2.125, 0.522, 5.537)
C (-2.211, 1.448, 4.631)
O (-3.243, 2.069, 4.324)
O (-1.060, 1.403, 3.919)
H (0.937, 2.329, 4.789)
H (1.724, 1.252, 3.636)
H (1.892, 0.895, 5.245)
H (0.068, -0.234, 3.604)
H (-0.255, 0.062, 6.465)
H (-0.931, -1.124, 5.439)
C (4.509, 5.801, -0.535)
C (3.849, 5.832, -1.898)
C (4.646, 5.509, -3.096)
O (4.202, 4.146, -3.493)
C (3.101, 3.811, -2.779)
O (2.414, 2.815, -3.073)
O (2.877, 4.734, -1.865)
H (3.797, 5.808, 0.290)
H (5.173, 6.661, -0.450)
H (5.153, 4.927, -0.441)
H (3.293, 6.769, -1.944)
H (5.728, 5.538, -2.969)
H (4.572, 6.201, -3.935)
C (1.203, 7.809, 1.270)
C (0.761, 6.512, 1.922)
C (-0.127, 5.655, 1.061)
O (0.390, 4.409, 0.946)
C (1.591, 4.375, 1.781)
O (2.316, 3.374, 1.867)
O (1.864, 5.674, 2.235)
H (0.386, 8.530, 1.238)
H (1.439, 7.785, 0.207)
H (2.058, 8.201, 1.821)
H (0.436, 6.578, 2.960)
H (-0.120, 6.221, 0.130)
H (-1.166, 5.530, 1.365)
C (-4.077, -2.359, 1.586)
C (-5.364, -1.487, 1.662)
C (-6.303, -1.570, 0.400)
O (-7.545, -1.913, 1.024)
C (-7.484, -2.067, 2.340)
O (-8.409, -2.197, 3.069)
O (-6.267, -1.821, 2.759)
H (-3.438, -1.922, 0.819)
H (-4.389, -3.355, 1.273)
H (-3.597, -2.307, 2.564)
H (-5.173, -0.416, 1.607)
H (-5.900, -2.496, -0.010)
H (-6.252, -0.648, -0.179)
C (4.607, -2.757, 1.734)
C (4.305, -2.215, 3.187)
C (3.159, -1.232, 3.336)
O (2.256, -1.946, 4.235)
C (2.818, -3.074, 4.664)
O (2.332, -3.768, 5.579)
O (4.027, -3.295, 4.091)
H (5.170, -3.684, 1.841)
H (5.186, -2.005, 1.198)
H (3.669, -2.702, 1.182)
H (5.234, -1.697, 3.428)
H (2.807, -1.303, 2.306)
H (3.414, -0.251, 3.738)
C (-7.576, 0.778, -4.861)
C (-6.690, 1.611, -4.004)
C (-6.980, 1.471, -2.513)
O (-5.766, 1.513, -1.905)
C (-4.779, 1.527, -2.819)
O (-3.595, 1.522, -2.563)
O (-5.333, 1.292, -4.040)
H (-8.610, 1.122, -4.859)
H (-7.586, -0.285, -4.619)
H (-7.157, 0.673, -5.862)
H (-6.960, 2.638, -4.250)
H (-7.480, 0.511, -2.380)
H (-7.623, 2.235, -2.077)
C (5.819, 1.032, -1.935)
C (6.558, 0.411, -3.169)
C (6.306, 1.273, -4.409)
O (7.644, 1.681, -4.790)
C (8.594, 1.001, -4.042)
O (9.798, 1.050, -4.269)
O (7.991, 0.569, -2.973)
H (6.050, 2.050, -1.621)
H (6.135, 0.358, -1.139)
H (4.753, 0.802, -1.922)
H (6.469, -0.665, -3.322)
H (5.624, 2.108, -4.250)
H (5.954, 0.600, -5.191)
C (-0.017, -5.243, 2.187)
C (0.399, -6.671, 1.891)
C (0.198, -7.643, 3.050)
O (-0.266, -8.811, 2.477)
C (-0.646, -8.512, 1.232)
O (-1.193, -9.288, 0.518)
O (-0.510, -7.182, 0.995)
H (-1.096, -5.297, 2.332)
H (0.157, -4.501, 1.408)
H (0.504, -4.893, 3.078)
H (1.392, -6.737, 1.447)
H (-0.532, -7.332, 3.797)
H (1.172, -7.983, 3.400)
C (-4.569, -3.278, -3.773)
C (-3.079, -3.781, -3.590)
C (-2.319, -4.323, -4.727)
O (-1.060, -3.706, -4.547)
C (-1.065, -2.826, -3.619)
O (-0.024, -2.218, -3.207)
O (-2.291, -2.622, -3.232)
H (-4.473, -2.546, -4.575)
H (-5.019, -2.878, -2.864)
H (-5.242, -4.060, -4.124)
H (-3.188, -4.603, -2.883)
H (-2.710, -4.016, -5.697)
H (-2.307, -5.410, -4.806)
C (1.371, 1.190, -0.580)
C (0.111, 0.691, 0.243)
C (-0.800, -0.088, -0.668)
O (-1.171, -1.314, 0.098)
C (-0.287, -1.359, 1.228)
O (-0.287, -2.265, 2.055)
O (0.474, -0.356, 1.163)
H (1.356, 1.059, -1.662)
H (2.389, 1.004, -0.236)
H (1.267, 2.274, -0.548)
H (-0.312, 1.466, 0.881)
H (-0.341, -0.485, -1.574)
H (-1.665, 0.540, -0.879)


This record from the Open Molecules 2025 dataset describes 10 unconnected molecules or ions with the total composition C40H60O30. The level of theory is wB97M-V/def2-TZVPD.

Output
- net charge = 0
- 2S+1 = 1
- SMILES = C[C@H]1COC(=O)O1.C[C@H]1COC(=O)O1.C[C@H]1COC(=O)O1.C[C@H]1COC(=O)O1.C[C@H]1COC(=O)O1.C[C@H]1COC(=O)O1.C[C@H]1COC(=O)O1.C[C@H]1COC(=O)O1.C[C@H]1COC(=O)O1.C[C@H]1COC(=O)O1
- ΔE to the lowest compared entry with this formula, charge and spin (kcal/mol) = 199.9
- gap between HOMO and LUMO (eV) = 10.59

Atoms and positions in Å:
C (-6.113, 2.739, -2.028)
C (-5.336, 3.677, -1.204)
C (-5.745, 5.149, -1.163)
O (-5.994, 5.441, 0.185)
C (-5.956, 4.362, 0.906)
O (-6.054, 4.314, 2.145)
O (-5.517, 3.369, 0.097)
H (-6.972, 2.360, -1.474)
H (-5.478, 1.892, -2.284)
H (-6.422, 3.028, -3.033)
H (-4.285, 3.590, -1.479)
H (-6.538, 5.363, -1.881)
H (-4.921, 5.770, -1.513)
C (-5.128, -9.015, -1.602)
C (-4.094, -9.556, -0.637)
C (-3.079, -10.510, -1.123)
O (-1.822, -9.719, -1.207)
C (-2.008, -8.521, -0.603)
O (-1.052, -7.765, -0.350)
O (-3.278, -8.391, -0.276)
H (-5.665, -8.147, -1.219)
H (-5.838, -9.809, -1.834)
H (-4.665, -8.754, -2.554)
H (-4.642, -9.868, 0.251)
H (-3.295, -10.988, -2.078)
H (-2.932, -11.412, -0.530)
C (-8.781, -5.964, 2.598)
C (-8.332, -4.558, 2.245)
C (-7.037, -4.139, 2.889)
O (-6.157, -3.722, 1.948)
C (-6.858, -3.780, 0.665)
O (-6.311, -3.489, -0.408)
O (-8.097, -4.411, 0.853)
H (-9.168, -6.008, 3.616)
H (-8.013, -6.733, 2.684)
H (-9.530, -6.282, 1.873)
H (-9.101, -3.786, 2.261)
H (-6.744, -5.064, 3.385)
H (-7.073, -3.355, 3.645)
C (1.193, 6.675, 3.751)
C (0.669, 6.843, 5.207)
C (1.735, 6.572, 6.335)
O (1.634, 7.789, 7.084)
C (0.774, 8.674, 6.596)
O (0.421, 9.670, 7.130)
O (0.185, 8.180, 5.534)
H (1.393, 5.614, 3.602)
H (2.127, 7.232, 3.685)
H (0.400, 7.015, 3.084)
H (-0.036, 6.070, 5.512)
H (2.623, 6.669, 5.711)
H (1.525, 5.632, 6.845)
C (-0.322, 1.093, -7.947)
C (-1.718, 1.828, -7.867)
C (-2.383, 1.905, -6.504)
O (-2.466, 3.346, -6.284)
C (-2.066, 4.010, -7.366)
O (-2.214, 5.241, -7.500)
O (-1.616, 3.180, -8.340)
H (0.176, 1.435, -8.855)
H (-0.498, 0.018, -7.976)
H (0.134, 1.184, -6.961)
H (-2.334, 1.204, -8.514)
H (-1.552, 1.479, -5.942)
H (-3.366, 1.441, -6.422)
C (4.829, 0.415, 11.529)
C (3.554, 0.009, 10.878)
C (2.592, 1.171, 10.648)
O (2.003, 0.919, 9.450)
C (2.564, -0.155, 8.864)
O (2.267, -0.583, 7.771)
O (3.666, -0.500, 9.585)
H (4.694, 0.727, 12.564)
H (5.375, 1.209, 11.019)
H (5.588, -0.357, 11.406)
H (3.062, -0.625, 11.616)
H (3.195, 2.078, 10.635)
H (1.818, 1.306, 11.403)
C (0.657, -7.475, -6.067)
C (1.906, -8.244, -6.619)
C (2.247, -9.410, -5.687)
O (2.119, -10.561, -6.559)
C (1.944, -10.161, -7.875)
O (1.960, -10.934, -8.827)
O (1.517, -8.932, -7.841)
H (-0.285, -8.005, -5.923)
H (0.505, -6.732, -6.849)
H (0.907, -6.797, -5.251)
H (2.756, -7.650, -6.956)
H (1.630, -9.470, -4.791)
H (3.307, -9.320, -5.449)
C (3.407, 7.030, -4.425)
C (4.551, 7.493, -5.305)
C (4.388, 8.901, -5.871)
O (5.642, 9.475, -5.805)
C (6.382, 8.707, -5.001)
O (7.481, 8.999, -4.658)
O (5.638, 7.693, -4.487)
H (3.442, 7.692, -3.560)
H (3.453, 6.011, -4.041)
H (2.471, 7.117, -4.976)
H (4.824, 6.759, -6.063)
H (3.703, 9.546, -5.321)
H (4.269, 8.837, -6.953)
C (7.958, 2.383, 4.555)
C (8.023, 2.055, 3.008)
C (9.145, 1.289, 2.444)
O (8.474, 0.402, 1.570)
C (7.201, 0.457, 1.687)
O (6.389, -0.169, 0.933)
O (6.900, 1.190, 2.720)
H (8.036, 1.395, 5.008)
H (7.069, 2.937, 4.856)
H (8.809, 2.969, 4.901)
H (8.077, 3.044, 2.553)
H (9.681, 0.693, 3.183)
H (9.940, 1.885, 1.994)
C (-0.569, -1.858, -0.537)
C (-0.708, -0.414, 0.105)
C (0.572, -0.062, 0.815)
O (0.882, 1.337, 0.399)
C (0.006, 1.629, -0.699)
O (0.019, 2.689, -1.315)
O (-0.701, 0.607, -0.910)
H (0.309, -2.448, -0.275)
H (-0.791, -2.040, -1.588)
H (-1.318, -2.436, 0.004)
H (-1.658, -0.269, 0.619)
H (1.457, -0.619, 0.507)
H (0.382, -0.138, 1.886)


This record from the Open Molecules 2025 dataset describes a molecular structure, C40H62N11O7. The level of theory is wB97M-V/def2-TZVPD.

Output
- net charge = +1
- 2S+1 = 1
- ΔE to the lowest compared entry with this formula, charge and spin (kcal/mol) = 93.3
- gap between HOMO and LUMO (eV) = 4.66

Atoms and positions in Å:
C (34.346, 30.156, 6.282)
C (34.687, 31.655, 6.307)
C (34.705, 32.230, 4.861)
C (33.287, 32.309, 4.311)
C (32.483, 33.252, 5.156)
C (32.379, 33.003, 6.634)
N (33.714, 32.448, 7.088)
O (34.063, 32.794, 8.264)
C (31.344, 31.827, 6.810)
C (31.916, 34.304, 7.423)
C (36.090, 31.844, 6.815)
H (35.189, 29.675, 5.821)
H (33.473, 29.826, 5.691)
H (34.371, 29.798, 7.373)
H (35.368, 31.845, 4.216)
H (35.112, 33.053, 4.948)
H (32.826, 31.343, 4.258)
H (33.328, 32.847, 3.420)
H (31.388, 33.201, 4.797)
H (32.876, 34.182, 5.106)
H (31.691, 31.128, 7.659)
H (31.439, 31.230, 5.809)
H (30.134, 31.838, 6.677)
H (30.980, 34.575, 6.946)
H (32.706, 35.243, 7.669)
H (31.507, 33.933, 8.302)
H (36.161, 31.383, 7.610)
H (36.299, 32.753, 7.173)
H (36.956, 31.346, 6.479)
N (38.140, 31.010, 2.672)
C (37.497, 29.853, 2.985)
C (38.579, 28.855, 3.587)
C (39.833, 29.756, 3.446)
C (39.572, 31.096, 2.843)
H (37.557, 31.769, 2.201)
H (36.555, 29.656, 2.782)
H (38.304, 27.887, 4.186)
H (40.753, 29.444, 3.830)
H (40.107, 31.938, 2.175)
N (37.364, 35.075, 6.065)
C (36.406, 36.111, 5.702)
C (36.049, 35.821, 4.274)
C (37.041, 34.709, 3.907)
C (37.822, 34.421, 5.050)
H (37.588, 35.057, 7.046)
H (35.943, 36.915, 6.295)
H (35.333, 36.119, 3.733)
H (37.153, 34.150, 3.001)
H (38.680, 33.659, 5.024)
N (31.049, 26.031, 4.316)
C (31.254, 26.375, 5.607)
C (31.119, 27.914, 5.731)
C (31.212, 28.366, 4.365)
C (31.042, 27.113, 3.449)
H (31.006, 24.849, 3.770)
H (31.194, 25.736, 6.337)
H (31.158, 28.416, 6.644)
H (31.256, 29.473, 4.134)
H (30.769, 27.111, 2.449)
N (38.807, 35.054, 9.001)
C (37.615, 34.700, 9.598)
C (37.516, 33.239, 9.744)
C (38.745, 32.786, 9.191)
C (39.641, 33.892, 8.828)
H (39.046, 36.007, 8.785)
H (36.938, 35.383, 9.586)
H (36.724, 32.722, 10.085)
H (39.132, 31.754, 8.882)
H (40.590, 33.850, 8.394)
N (32.256, 29.724, 9.913)
C (32.608, 28.499, 9.435)
C (34.019, 28.341, 9.899)
C (34.604, 29.710, 10.341)
C (33.241, 30.502, 10.433)
H (31.417, 30.170, 9.665)
H (32.022, 27.612, 9.166)
H (34.701, 27.520, 9.551)
H (35.552, 30.031, 10.717)
H (33.281, 31.428, 10.705)
N (26.081, 32.405, 6.613)
C (26.689, 31.594, 5.643)
C (27.999, 32.300, 5.248)
C (28.038, 33.681, 5.956)
C (26.827, 33.596, 6.885)
H (25.092, 32.188, 7.158)
H (26.301, 30.728, 5.540)
H (28.551, 31.911, 4.408)
H (28.647, 34.395, 5.667)
H (26.285, 34.258, 7.631)
N (30.972, 35.383, 0.273)
C (30.831, 35.910, 1.627)
C (32.174, 35.684, 2.363)
C (33.004, 34.840, 1.375)
C (32.245, 34.774, 0.043)
H (30.239, 35.416, -0.536)
H (29.962, 36.634, 1.943)
H (32.277, 35.981, 3.323)
H (33.963, 34.557, 1.475)
H (32.324, 34.473, -0.992)
C (27.778, 31.588, 9.473)
N (29.086, 32.004, 10.008)
O (29.914, 31.108, 10.258)
O (29.181, 33.262, 10.152)
H (27.309, 30.846, 10.210)
H (27.975, 31.203, 8.536)
H (27.117, 32.512, 9.584)
C (29.100, 38.093, 6.264)
N (30.545, 37.564, 6.125)
O (31.287, 37.926, 7.009)
O (30.776, 36.582, 5.442)
H (29.101, 38.590, 7.138)
H (28.576, 37.115, 6.157)
H (28.994, 38.921, 5.571)
C (33.605, 37.626, 10.076)
N (34.410, 36.655, 9.389)
O (34.373, 35.523, 9.628)
O (34.906, 37.147, 8.430)
H (32.569, 37.507, 9.989)
H (33.788, 38.644, 9.696)
H (34.130, 37.777, 11.032)